## P
Here is 3 unconnected molecules or ions with the total composition C6H16NO from the OMol25 dataset. Energies are from ωB97M-V/def2-TZVPD.

Results
* HOMO: -13.54 eV
* frontier orbital gap: 0.183 hartree

```
! wB97M-V def2-TZVPD RIJCOSX def2/J DEFGRID3
* xyz 1 1
C -0.76540 1.87006 -1.48710
C -0.93712 0.59968 -0.63801
C 0.10131 -0.49380 -0.91655
C 1.47262 -0.15103 -0.44669
C 1.97714 -0.67456 0.69718
C 3.42633 -0.46313 1.13962
N -2.20402 0.04738 -0.90068
H 0.17199 2.40516 -1.35568
H -1.59501 2.55477 -1.27577
H -0.84392 1.56436 -2.53402
H -0.83867 0.88182 0.46869
H -0.27118 -1.39369 -0.42755
H 0.17579 -0.69141 -1.99076
H 1.88516 0.80157 -0.78012
H 1.35774 -1.35006 1.28538
H 3.51203 -0.68023 2.20487
H 4.12386 -1.11451 0.60280
H 3.72810 0.57021 0.96395
H -2.93691 0.72972 -1.06069
H -0.89852 -0.08872 1.72578
H -2.38357 -0.58441 -0.15442
H -2.95759 -2.11541 1.97628
H -2.21310 -0.86323 1.52089
O -3.08705 -1.36053 1.38258
*
```

## Q
Here is a gas-phase ion, C6H16NO (charge +1) from the OMol25 dataset. Energies are from ωB97M-V/def2-TZVPD.

Results
* HOMO: -14.49 eV
* frontier orbital gap: 0.414 hartree

```
! wB97M-V def2-TZVPD RIJCOSX def2/J DEFGRID3
* xyz 1 1
C 0.28485 -1.18550 2.06172
O 0.18541 -0.54532 3.30616
C -0.13923 -0.05748 1.02961
C -0.28264 -0.49981 -0.41880
C 1.14147 -0.70674 -1.02672
C -1.24234 0.48384 -1.14403
C -0.78363 0.76381 -2.59099
N 0.77425 1.12321 1.18346
H -0.49554 -1.93764 1.91964
H 1.31576 -1.50799 1.86888
H -0.59963 -0.69903 3.83030
H -1.15747 0.24502 1.38350
H -0.75328 -1.48341 -0.41380
H 1.03063 -1.01985 -2.07711
H 1.77078 0.20450 -1.17551
H 1.54603 -1.53127 -0.45620
H -2.20578 0.01622 -1.21515
H -1.38128 1.47042 -0.67923
H -1.53537 1.44609 -3.02016
H -0.63023 -0.00656 -3.31584
H 0.12353 1.37314 -2.69377
H 0.91376 1.31060 2.17989
H 0.45701 1.94427 0.67074
H 1.66295 0.79948 0.79341
*
```

Stability, descending: Q, P

## P
Here is 2 unconnected molecules or ions with the total composition C3H10NO from the OMol25 dataset. Energies are from ωB97M-V/def2-TZVPD.

Results
* HOMO (spin up / spin down): -9.11 / -9.35 eV
* frontier orbital gap (spin up / spin down): 0.370 / 0.310 hartree

```
! wB97M-V def2-TZVPD RIJCOSX def2/J DEFGRID3
* xyz 0 2
C 2.57592 -0.38447 0.48498
C -1.04771 -0.23601 -0.68971
C -1.96413 0.58747 0.16841
O -3.32541 -0.09114 0.52062
N 1.65566 0.66495 0.06772
H 2.78822 -1.25653 -0.13247
H 3.55794 0.00210 0.64078
H -1.22920 -0.09484 -1.79650
H -0.82281 -1.34876 -0.31967
H -1.59527 0.90150 1.13937
H -2.31256 1.49661 -0.44005
H -3.40319 -0.88180 0.06594
H 2.20839 -0.93086 1.43009
H 0.77192 0.40466 -0.43072
H 2.14222 1.16712 -0.70879
*
```

## Q
Here is C3H10NO in the gas phase from the OMol25 dataset. Energies are from ωB97M-V/def2-TZVPD.

Results
* HOMO (spin up / spin down): -3.13 / -11.16 eV
* frontier orbital gap (spin up / spin down): 0.143 / 0.431 hartree

```
! wB97M-V def2-TZVPD RIJCOSX def2/J DEFGRID3
* xyz 0 2
O 0.41667 1.31717 1.46140
C 1.28576 0.87185 0.41622
C 0.68924 -0.49758 -0.18451
N -0.63136 -0.26835 -0.68333
C -1.63845 -1.35936 -0.97567
H 0.88036 1.46287 2.25283
H 1.32217 1.59743 -0.35945
H 2.33965 0.87519 0.65277
H 0.61609 -1.31628 0.55066
H 1.20172 -0.93376 -1.07594
H -0.62705 0.31203 -1.59217
H -1.16984 0.31050 0.00215
H -0.99719 -2.10138 -1.53071
H -2.59684 -0.98855 -1.33449
H -1.90224 -1.96646 -0.00983
*
```

Stability, descending: P, Q

## P
Here is C4H8Se in the gas phase from the OMol25 dataset. Energies are from ωB97M-V/def2-TZVPD.

Results
* HOMO: -8.25 eV
* frontier orbital gap: 0.334 hartree

```
! wB97M-V def2-TZVPD RIJCOSX def2/J DEFGRID3
* xyz 0 1
C -0.71571 -0.82287 0.47356
C -1.05767 0.57334 0.20274
C 0.52101 -1.21743 -0.40403
C 0.90283 1.53516 -0.17145
Se 2.03690 -0.07441 0.03468
H -0.26554 -1.15574 1.43124
H -1.50510 -1.68059 0.26608
H -1.52740 0.77930 -0.87669
H -1.29199 1.33962 0.89596
H 0.82366 -2.19641 -0.04352
H 0.35825 -1.22198 -1.57038
H 0.70767 2.15327 -1.01286
H 1.01309 1.98874 0.77469
*
```

## Q
Here is C4H8Se in the gas phase from the OMol25 dataset. Energies are from ωB97M-V/def2-TZVPD.

Results
* HOMO: -7.48 eV
* frontier orbital gap: 0.285 hartree

```
! wB97M-V def2-TZVPD RIJCOSX def2/J DEFGRID3
* xyz 0 1
C -0.95636 0.61951 0.60084
C -1.19891 -0.00043 -0.69258
C -0.45580 -0.76738 0.40873
C 1.05938 -1.01450 0.37203
Se 2.23692 0.15856 -0.17692
H -0.14619 1.35482 0.56030
H -1.75822 0.84299 1.22023
H -2.18784 -0.55313 -1.00356
H -0.68358 0.32694 -1.47726
H -1.10202 -1.70634 0.75795
H 1.39819 -1.90754 -0.21870
H 1.83981 1.32065 -1.33335
H 1.95462 1.32585 0.98228
*
```

## R
Here is C4H8Se in the gas phase from the OMol25 dataset. Energies are from ωB97M-V/def2-TZVPD.

Results
* HOMO (spin up / spin down): -8.01 / -7.27 eV
* frontier orbital gap (spin up / spin down): 0.304 / 0.285 hartree

```
! wB97M-V def2-TZVPD RIJCOSX def2/J DEFGRID3
* xyz 0 1
C 0.22142 -0.28876 -1.12115
C -1.15977 0.07843 -0.80697
C 1.25243 0.32135 -0.21623
C -0.55720 -0.18689 1.94619
Se 1.10750 -0.80181 1.35924
H 0.36233 -1.33193 -1.18885
H 0.50124 0.03617 -2.24746
H -1.40398 0.88952 -0.22184
H -1.98212 -0.17614 -1.39796
H 2.27286 0.28642 -0.40009
H 1.18732 1.35286 0.15300
H -0.62284 0.80199 1.86814
H -1.17918 -0.98122 2.27398
*
```

Stability, descending: P, R, Q

## P
Here is a molecular structure, CH2O4P2 from the OMol25 dataset. Energies are from ωB97M-V/def2-TZVPD.

Results
* HOMO: 0.70 eV
* frontier orbital gap: 0.234 hartree

```
! wB97M-V def2-TZVPD RIJCOSX def2/J DEFGRID3
* xyz -2 1
C 2.05228 0.04108 -0.00732
O 0.27199 -1.65611 -1.19454
O 0.19550 -1.43232 1.32836
O -2.99601 2.13513 0.21644
O -1.48303 0.11969 -0.04482
P -2.91385 0.65931 -0.18539
P 0.51688 -0.85714 0.01645
H 2.08959 0.69661 0.82965
H 2.26665 0.29374 -0.95882
*
```

## Q
Here is a molecular structure, CH2O4P2 from the OMol25 dataset. Energies are from ωB97M-V/def2-TZVPD.

Results
* HOMO: 1.35 eV
* frontier orbital gap: 0.221 hartree

```
! wB97M-V def2-TZVPD RIJCOSX def2/J DEFGRID3
* xyz -2 1
C 1.17280 -0.34836 -0.02306
O -0.05530 1.63612 -1.39145
O -1.46672 0.17410 0.31449
O -1.96503 -2.22102 0.16874
O 0.17454 2.07482 1.15003
P -1.30599 -1.13031 -0.63214
P 0.08594 1.11912 -0.00669
H 1.22534 -0.99944 0.91249
H 2.13441 -0.30504 -0.49241
*
```

Stability, descending: Q, P

## P
Here is 13 unconnected molecules or ions with the total composition C6H39NO12 from the OMol25 dataset. Energies are from ωB97M-V/def2-TZVPD.

Results
* HOMO: -8.93 eV
* frontier orbital gap: 0.341 hartree

```
! wB97M-V def2-TZVPD RIJCOSX def2/J DEFGRID3
* xyz 0 1
C 2.41795 -3.31440 1.47465
N 1.32701 -2.37334 1.86902
C 0.90983 -1.30887 0.94926
C -0.24003 -0.42214 1.49424
C 0.25926 0.85453 2.36667
C -0.58462 1.18298 3.57973
C 0.32684 -1.95969 -0.38697
H 1.99385 -3.88920 0.63140
H 2.64048 -3.86626 2.39087
H 3.34487 -2.92214 1.04289
H 0.56653 -2.89077 2.27431
H 1.77701 -0.61434 0.71878
H -0.78216 0.01271 0.69466
H -0.90453 -0.99974 2.13528
H 1.32465 0.80951 2.45027
H 0.20959 1.72763 1.75599
H -0.73939 0.21036 4.10890
H -1.59227 1.56873 3.44964
H 0.03215 1.79738 4.26077
H -0.48415 -2.70620 -0.26161
H 1.00181 -2.50503 -1.02486
H 0.16822 -1.11333 -1.04427
H -4.28717 -2.13817 -1.49785
H -3.28983 -0.98885 -1.75044
O -3.53684 -1.67254 -1.09499
H 3.97687 -0.34659 0.66845
H 3.74841 0.74632 1.70652
O 3.87012 0.60305 0.75282
H 3.56295 2.48030 -2.06122
H 3.40985 1.74926 -0.69820
O 2.94767 2.18423 -1.40736
H -0.23775 2.43357 -0.95127
H 1.15433 1.98902 -1.24407
O 0.29379 1.61907 -1.14322
H -0.98960 4.39203 -1.53980
H -1.56009 3.49938 -0.37546
O -0.78965 4.01344 -0.66656
H -0.67969 1.57287 -4.21169
H -0.93656 1.35317 -2.75123
O -1.39615 1.58504 -3.55993
H 0.99574 0.27841 -3.10978
H 2.17867 -0.66079 -3.47924
O 1.34396 -0.24686 -3.83395
H -2.94745 1.88695 0.78167
H -3.33390 3.31499 1.18502
O -2.90008 2.81724 0.51695
H -4.12998 1.11606 -2.83138
H -2.73288 0.74755 -3.39991
O -3.53020 0.36977 -2.91867
H -3.45773 -0.49493 0.23604
H -2.59816 -0.16069 1.43699
O -3.27748 0.20230 0.87827
H -1.35535 -2.60852 -2.20672
H -0.20371 -2.69745 -3.28542
O -0.71179 -3.20214 -2.64963
H 2.77421 -0.67713 3.91654
H 2.49321 -1.44960 2.59263
O 3.15937 -0.88813 3.06645
*
```

## Q
Here is 13 unconnected molecules or ions with the total composition C6H39NO12 from the OMol25 dataset. Energies are from ωB97M-V/def2-TZVPD.

Results
* HOMO: -8.80 eV
* frontier orbital gap: 0.319 hartree

```
! wB97M-V def2-TZVPD RIJCOSX def2/J DEFGRID3
* xyz 0 1
C 1.76161 3.52196 0.76567
C 1.00127 2.84318 -0.48366
C 0.36160 1.48793 -0.11724
C 1.39029 0.36059 -0.24066
C 1.16042 -0.82290 0.74818
N 1.07465 -0.46725 2.15400
C 1.49613 -1.57596 3.08001
H 1.15116 4.40766 0.96792
H 2.74412 3.88278 0.43188
H 1.82436 2.81448 1.55655
H 0.32781 3.57656 -0.80629
H 1.74949 2.63233 -1.25033
H 0.11161 1.63167 0.91818
H -0.52313 1.27572 -0.72383
H 2.42322 0.67641 -0.14378
H 1.13592 -0.00162 -1.24300
H 1.99140 -1.55230 0.50132
H 0.22384 -1.36509 0.43366
H 0.07653 -0.28275 2.33444
H 0.90668 -2.50451 2.95091
H 2.48592 -1.87006 2.61518
H 1.47151 -1.22157 4.09863
H -3.14441 1.91720 -2.45717
H -3.07097 0.75756 -1.46953
O -2.95256 0.97274 -2.40795
H 1.67294 0.51394 -3.50616
H 0.89065 1.79694 -3.02909
O 0.95252 1.13685 -3.73069
H -0.93718 -4.01968 0.76665
H -2.51534 -3.76783 1.05832
O -1.63341 -3.99692 1.42261
H 2.33722 -3.21479 -2.49254
H 3.13375 -3.28165 -1.17547
O 3.19482 -3.03566 -2.10686
H 4.61478 0.52360 1.29447
H 3.13498 0.42017 1.58445
O 3.90103 0.97463 1.75018
H -2.23821 3.72883 0.61315
H -1.83985 3.29869 -0.67488
O -1.62283 3.07381 0.24747
H -2.58450 -2.03025 -0.60652
H -3.58875 -2.83532 -1.36658
O -3.20171 -2.78448 -0.48016
H -2.31007 -1.96283 -3.47495
H -3.24688 -0.75751 -3.24884
O -3.14037 -1.70376 -3.08158
H -3.90614 -1.16208 0.10790
H -3.79162 0.21678 0.85723
O -3.66644 -0.21506 0.01318
H -0.54472 -0.26397 -3.81519
H -1.60887 -0.36344 -2.78316
O -0.84431 -0.84683 -3.12168
H -1.14253 -1.65043 2.81762
H -1.25829 -2.21171 1.46751
O -1.43798 -1.29366 1.96825
H 1.27521 1.59849 3.15548
H 2.82636 1.41295 3.51773
O 1.94728 1.60741 3.83906
*
```

Stability, descending: P, Q